No. 1
DFT (the ωB97M-V functional and the def2-TZVPD basis) results for C17H28O in the gas phase.

Geometry as XYZ:
```
46
Properties=species:S:1:pos:R:3:forces:R:3
C -4.721884 -1.521737 -1.500318 -0.20 -0.04 -0.13
C -4.156112 -0.994493 -0.431169 0.19 -0.02 0.20
C -2.722837 -1.192406 -0.054640 0.08 0.15 -0.16
C -1.928310 0.120995 -0.091569 -0.07 -0.13 0.27
C -2.204653 1.014200 1.115455 0.03 0.19 -0.29
C -1.657623 2.436955 0.980302 0.07 -0.17 0.28
C -0.132200 2.529354 0.837821 -0.22 0.11 -0.30
C 0.331484 2.617134 -0.615815 0.27 0.12 0.18
C 1.832897 2.872207 -0.760908 -0.05 -0.12 0.07
C 2.732992 1.796784 -0.150299 -0.17 0.01 -0.29
C 2.466452 0.398190 -0.701281 0.31 0.15 0.32
C 3.517141 -0.601909 -0.225996 -0.32 -0.09 -0.24
C 3.152279 -2.041460 -0.597793 0.02 -0.05 0.06
C 1.907665 -2.507439 0.082559 0.35 0.33 0.63
C 1.464072 -2.377758 1.366419 0.30 0.05 -0.52
C 0.214274 -3.042470 1.426953 -0.26 -0.28 -0.44
C -0.009341 -3.528727 0.178728 -0.40 -0.04 0.77
O 1.007710 -3.207363 -0.641696 0.18 -0.03 -0.42
H -5.754825 -1.345489 -1.749689 -0.20 0.08 0.00
H -4.173156 -2.160308 -2.173761 0.18 -0.13 -0.11
H -4.735211 -0.361185 0.227706 -0.18 0.10 0.04
H -2.266610 -1.902146 -0.746901 -0.02 -0.07 0.06
H -2.660670 -1.614015 0.952398 0.07 -0.08 0.01
H -0.865615 -0.125643 -0.117429 0.09 0.03 -0.08
H -2.176659 0.655440 -1.011390 0.07 0.02 -0.07
H -1.777891 0.548270 2.007592 -0.04 -0.05 0.07
H -3.283247 1.088442 1.269089 -0.06 -0.06 0.08
H -2.131156 2.921012 0.123059 -0.06 0.08 -0.02
H -1.964206 2.988472 1.872626 -0.04 0.07 -0.05
H 0.324143 1.667306 1.325490 0.11 -0.07 0.12
H 0.220965 3.424106 1.356859 0.09 -0.02 0.06
H -0.196419 3.444872 -1.097380 -0.07 -0.05 -0.04
H 0.065106 1.708390 -1.152976 -0.11 -0.05 -0.09
H 2.064077 2.955137 -1.825951 0.06 0.08 -0.03
H 2.075020 3.831708 -0.296640 0.01 0.08 -0.06
H 2.611836 1.783358 0.934442 0.06 -0.01 0.09
H 3.772521 2.066205 -0.356191 0.05 0.00 0.09
H 1.485065 0.056427 -0.370152 -0.11 -0.03 -0.07
H 2.461032 0.428658 -1.793371 -0.07 -0.03 -0.09
H 3.621925 -0.528077 0.857883 0.08 0.03 0.07
H 4.483638 -0.353569 -0.669237 0.06 0.01 0.07
H 3.001184 -2.125842 -1.676053 0.05 -0.02 -0.01
H 3.982166 -2.701237 -0.325161 -0.05 -0.04 -0.11
H 1.960120 -1.876625 2.172257 0.18 0.14 0.12
H -0.421661 -3.143737 2.282406 -0.19 -0.07 0.14
H -0.815489 -4.099997 -0.236267 -0.07 -0.06 -0.16
```
Forces are in eV/Å.

Output
ΔE to the lowest compared entry with this formula, charge and spin, eV: 0.0666
LUMO, eV: 1.0434
SMILES: C=CCCCCCCCCCCCc1ccco1
F_max, eV/Å: 0.867
DFT total energy, eV: -20130.0711
Orbital gap, Eh: 0.34762
Charge: 0
HOMO level, eV: -8.416

No. 2
DFT (the ωB97M-V functional and the def2-TZVPD basis) results for a molecular structure, C17H29AsIrNO6S in a non-equilibrium geometry.

Geometry as XYZ:
```
56
Properties=species:S:1:pos:R:3:forces:R:3
Ir -0.796953 -0.016395 -0.048868 1.17 -1.95 -1.90
C -0.823115 -2.788181 -1.560114 -0.10 -0.21 0.25
O -0.554555 -1.401201 -1.851646 0.12 0.94 0.59
C -1.233547 -0.923436 -3.025987 -0.06 0.05 -0.26
C -2.408136 -0.077841 -2.622088 0.11 0.09 0.07
O -1.833327 0.962154 -1.803665 -0.45 0.28 0.57
C -2.627254 2.168050 -1.683323 0.14 0.06 -0.12
C -3.369203 2.172379 -0.380704 0.09 -0.07 0.13
O -2.366574 2.051384 0.621481 -0.12 0.21 0.35
C -2.872580 2.338413 1.931325 -0.01 0.00 -0.05
H -0.457135 -3.392492 -2.388612 0.02 0.08 -0.04
H -1.889747 -2.951630 -1.407252 0.02 0.03 -0.02
H -0.275800 -3.027189 -0.654554 -0.01 0.02 -0.02
H -1.552781 -1.766936 -3.637614 0.04 -0.03 0.04
H -0.516527 -0.325386 -3.589044 0.01 -0.01 0.05
H -3.153988 -0.634294 -2.051216 -0.01 -0.01 -0.03
H -2.866611 0.376528 -3.500311 -0.02 -0.04 -0.02
H -3.286737 2.245666 -2.545880 -0.06 0.01 0.03
H -1.918187 2.995293 -1.704810 0.01 -0.02 -0.04
H -4.076338 1.338341 -0.306227 -0.03 0.02 0.00
H -3.914239 3.112140 -0.258310 -0.04 0.00 -0.07
H -3.203755 3.376787 1.979857 -0.01 0.01 0.02
H -2.064854 2.168587 2.636738 -0.01 0.01 0.01
H -3.709444 1.680519 2.177158 0.01 0.00 0.00
C 1.477758 0.201279 3.055478 0.02 -0.02 0.09
As 1.272107 -1.503156 2.217903 0.02 0.29 -0.16
C 0.325273 -2.703703 3.368425 0.11 -0.05 -0.11
C 2.964505 -2.282157 1.814128 0.02 0.03 0.07
O 0.610274 -1.270776 0.649897 -0.47 -0.17 0.46
H 2.099530 0.101058 3.944572 0.01 -0.01 -0.01
H 0.494996 0.573395 3.338020 0.01 -0.01 -0.03
H 1.959320 0.876869 2.349674 0.01 -0.02 0.00
H 0.949511 -2.848841 4.251737 -0.02 0.01 -0.01
H 0.196011 -3.661344 2.866925 -0.03 0.02 -0.02
H -0.627711 -2.280368 3.656705 -0.10 0.06 0.03
H 3.470270 -2.551318 2.740600 0.02 0.01 -0.01
H 3.562607 -1.566219 1.253624 -0.01 0.00 -0.01
H 2.802380 -3.176535 1.215401 -0.02 0.00 0.00
O -2.432988 -1.158609 0.360270 -0.04 -0.26 0.22
C -2.436586 -1.057794 1.631600 0.09 0.24 -0.04
O -1.550176 -0.370230 2.188659 -0.24 0.38 -0.17
H -3.224006 -1.563780 2.196609 0.04 -0.02 0.03
S 2.182588 3.399025 -0.151152 0.00 -0.04 0.01
C 0.777203 2.478072 0.059245 -0.09 -0.05 0.01
N 0.814126 1.248034 -0.386458 -0.05 0.11 0.12
C 2.057063 0.959141 -0.968738 -0.09 0.01 -0.11
C 2.438728 -0.221345 -1.613401 0.03 0.03 0.06
C 3.701736 -0.283489 -2.158800 0.00 -0.02 0.01
C 4.592570 0.797502 -2.075051 0.00 -0.02 -0.02
C 4.222087 1.971721 -1.461693 0.00 0.02 0.00
C 2.939935 2.040989 -0.915283 -0.01 0.01 -0.01
H -0.108099 2.876103 0.535078 -0.01 0.03 0.01
H 1.754923 -1.050402 -1.685739 -0.03 -0.05 0.03
H 4.013846 -1.181977 -2.673945 0.00 -0.01 0.02
H 5.577357 0.709932 -2.512779 0.00 0.01 0.00
H 4.894246 2.817660 -1.417846 0.00 0.00 0.01
```
Forces are in eV/Å.

Output
ΔE to the lowest compared entry with this formula, charge and spin, eV: 1.3330
LUMO (alpha / beta), eV: -7.2868 / -7.3449
F_max, eV/Å: 2.961
DFT total energy, eV: -106371.3920
Orbital gap (alpha / beta), Eh: 0.26473 / 0.26239
Charge: +2
HOMO level (alpha / beta), eV: -14.490 / -14.485

No. 3
DFT (the ωB97M-V functional and the def2-TZVPD basis) results for 6 unconnected molecules or ions with the total composition C17H29BCl10O6.

Geometry as XYZ:
```
63
Properties=species:S:1:pos:R:3:forces:R:3
O 7.024623 -2.075450 -1.522682 0.09 -0.20 -0.42
C 7.093375 -1.137282 -2.251379 -0.08 0.17 0.59
O 8.256787 -0.411760 -2.430059 -0.16 -0.04 -0.23
C 7.894920 0.746101 -3.113230 -0.04 -0.13 -0.38
O 8.677675 1.391046 -3.733668 0.07 0.23 0.52
C 6.405003 0.847231 -3.128986 0.21 -0.11 -0.48
B 5.531095 2.138275 -3.376080 -0.07 0.36 0.05
O 4.777383 2.350590 -4.501474 0.00 -0.87 0.09
O 5.454913 3.051955 -2.365605 0.01 -0.08 -0.10
C 5.966774 -0.397849 -2.904979 0.01 0.10 0.20
C 4.603961 -0.972868 -3.085529 0.02 0.05 -0.03
C 3.637761 -0.712072 -1.909745 -0.10 -0.24 -0.57
C 2.193987 -0.667006 -2.426428 0.06 0.21 0.37
O 1.255361 -1.094367 -1.447800 0.04 -0.09 -0.29
H 3.835009 2.430506 -4.329556 0.01 0.53 -0.06
H 6.030504 2.861737 -1.619273 -0.04 0.01 0.07
H 4.697991 -2.045040 -3.266787 -0.03 -0.01 0.11
H 4.199466 -0.550236 -4.010617 -0.02 0.12 0.08
H 3.909265 0.227504 -1.427811 -0.09 -0.07 0.25
H 3.701663 -1.537876 -1.207149 0.12 0.11 0.27
H 1.956509 0.357148 -2.733529 0.00 -0.08 -0.26
H 2.103429 -1.328094 -3.290657 -0.09 -0.01 0.00
H 0.820886 -0.330840 -1.063191 0.07 0.01 0.22
Cl 2.821158 -2.012624 1.806988 0.05 0.03 -0.07
C 1.498340 -1.881728 2.990011 -0.07 0.07 0.01
C 0.133292 -1.848486 2.350142 -0.03 -0.07 0.11
Cl -0.176615 -0.330708 1.445336 0.16 -0.02 0.14
H 1.675207 -0.989170 3.584842 0.00 0.02 -0.02
H 1.565227 -2.754689 3.637274 -0.05 -0.01 -0.01
H -0.621595 -1.892280 3.132486 -0.01 0.03 -0.12
H -0.017291 -2.677037 1.662989 0.05 0.06 -0.06
Cl -1.843629 -2.737504 5.215605 0.03 -0.05 0.24
C -3.437258 -3.508129 4.982299 -0.07 0.01 -0.05
C -3.531679 -4.150472 3.621239 0.00 -0.03 0.09
Cl -3.459365 -2.936413 2.323088 0.02 0.00 -0.20
H -4.187963 -2.733683 5.115268 0.00 0.01 -0.06
H -3.557402 -4.265066 5.755318 0.08 0.01 0.01
H -4.477352 -4.682339 3.529575 -0.03 0.07 -0.03
H -2.713859 -4.847173 3.454703 0.00 0.00 0.02
Cl -6.814170 -2.395532 3.928304 -0.15 -0.09 0.10
C -7.207978 -0.828348 3.166384 0.09 0.09 -0.05
C -5.985820 -0.227415 2.520486 -0.01 0.04 0.01
Cl -4.774017 0.280536 3.726832 0.02 0.01 0.04
H -7.620286 -0.177847 3.933107 0.03 -0.04 0.05
H -7.970731 -1.022855 2.414836 0.04 -0.03 -0.03
H -6.254446 0.659686 1.949335 -0.03 -0.01 0.00
H -5.498519 -0.938544 1.861361 -0.04 0.03 0.12
Cl -3.721058 2.059661 -0.014131 -0.05 0.01 0.01
C -2.780210 0.659695 -0.602978 0.03 -0.06 0.01
C -3.598115 -0.234513 -1.499291 0.08 0.04 -0.01
Cl -4.889055 -1.056160 -0.584003 -0.01 -0.08 -0.24
H -2.414696 0.122597 0.269253 -0.10 0.05 -0.07
H -1.929609 1.054970 -1.156894 0.00 0.02 -0.02
H -2.959431 -1.009049 -1.919982 0.01 -0.02 0.04
H -4.065954 0.320569 -2.308123 -0.04 0.01 0.03
Cl 0.417898 4.433603 -1.326083 0.03 -0.02 0.00
C -1.242307 4.820270 -0.794401 -0.06 -0.05 0.03
C -1.795337 6.037031 -1.488984 -0.03 0.00 -0.02
Cl -0.958600 7.533294 -0.999983 0.01 0.00 -0.01
H -1.221333 4.953894 0.283989 0.05 0.02 -0.01
H -1.859806 3.955563 -1.026956 -0.02 0.02 -0.01
H -2.844546 6.156108 -1.224079 0.01 -0.01 0.02
H -1.709430 5.948936 -2.568943 0.03 0.01 0.00
```
Forces are in eV/Å.

Output
ΔE to the lowest compared entry with this formula, charge and spin, eV: 0.0000
LUMO, eV: -0.6116
SMILES: O=C1OC(=O)C(B(O)O)=C1CCCO.ClCCCl.ClCCCl.ClCCCl.ClCCCl.ClCCCl
F_max, eV/Å: 0.872
DFT total energy, eV: -156288.8581
Orbital gap, Eh: 0.35805
Charge: 0
HOMO level, eV: -10.355

No. 4
DFT (the ωB97M-V functional and the def2-TZVPD basis) results for a molecular structure, C17H29BF2I2N4O4Ti in a non-equilibrium geometry.

Geometry as XYZ:
```
60
Properties=species:S:1:pos:R:3:forces:R:3
Ti -0.909053 -0.289961 1.137098 0.05 -0.33 1.56
C 2.022308 -1.077716 0.190433 0.08 0.07 -0.01
C 1.080701 -2.195470 -0.208701 -0.04 -0.05 -0.02
N -0.006604 -2.326882 0.781108 0.15 0.02 -0.10
C 0.393374 -2.970479 2.052863 -0.05 -0.01 0.01
C 0.969603 -1.976384 3.061119 0.04 0.02 0.01
N 0.335847 -0.635719 3.009291 0.01 0.10 -0.08
C 1.324279 0.458076 3.120405 -0.03 -0.02 0.01
C 1.909436 0.856089 1.741378 -0.02 0.03 -0.02
N 1.265514 0.126156 0.616212 0.15 -0.04 0.05
H 2.660754 -1.390272 1.014015 -0.02 -0.02 0.00
H 2.689477 -0.841635 -0.641437 0.00 0.00 0.00
H 0.625695 -1.970730 -1.174257 0.00 0.02 0.01
H 1.636566 -3.131322 -0.322875 0.01 0.00 0.01
H -0.744222 -2.891526 0.370565 0.02 -0.03 0.01
H -0.492393 -3.446142 2.468799 -0.01 0.01 0.00
H 1.122640 -3.765542 1.869741 0.02 0.01 0.00
H 0.877587 -2.398757 4.062923 -0.02 -0.01 0.00
H 2.036611 -1.844661 2.888869 0.00 0.00 0.00
H -0.328119 -0.544822 3.774856 -0.01 -0.03 -0.01
H 0.809184 1.316129 3.546038 -0.01 0.00 -0.01
H 2.124410 0.177852 3.808855 0.01 0.01 0.00
H 1.727902 1.916584 1.587536 0.03 0.01 0.00
H 2.989216 0.702204 1.709496 0.00 -0.03 0.01
H 1.223820 0.762156 -0.176172 -0.07 0.00 0.01
I -2.153954 1.185445 5.221033 -0.04 0.02 0.00
C -4.076872 1.507459 4.358360 -0.05 0.04 0.04
I -5.140628 -0.223741 3.790052 -0.03 0.02 0.02
H -3.938270 2.128817 3.483664 -0.02 -0.01 0.02
H -4.655394 2.016875 5.117787 0.01 0.01 0.00
O -2.406384 3.099035 1.932924 -0.03 0.08 0.04
N -1.958092 2.017105 1.714056 0.12 -0.21 -0.09
O -2.659317 0.971340 1.556439 0.14 0.06 -0.06
O -0.696568 1.792806 1.610828 -0.02 0.07 -0.17
F -2.216968 -2.003516 3.585174 0.07 -0.07 0.01
B -2.305020 -1.764487 2.265261 0.05 0.15 -0.22
F -3.122240 -2.617458 1.627434 -0.01 -0.03 0.01
C 2.722069 2.261245 -4.902871 0.02 0.01 0.00
C 1.622372 1.579537 -4.142597 0.00 0.06 0.02
C 1.257078 0.272097 -4.437196 -0.02 -0.06 0.01
C 0.223744 -0.366044 -3.767532 0.01 -0.04 -0.03
C -0.125037 -1.781348 -4.158594 0.00 0.01 -0.02
C -0.439889 0.328353 -2.739776 -0.13 0.06 0.08
C -1.416960 -0.394282 -1.932443 0.14 -0.08 0.16
O -1.412906 -0.340038 -0.688940 -0.53 0.25 -1.20
C -0.126241 1.675511 -2.455456 0.03 -0.03 -0.05
C -0.939895 2.545803 -1.530189 -0.01 -0.03 0.04
C 0.908938 2.265674 -3.161889 0.01 -0.01 -0.04
H 3.425631 1.541347 -5.317591 -0.01 0.00 0.00
H 3.269269 2.958519 -4.269649 -0.01 0.00 0.00
H 2.305009 2.833065 -5.734322 -0.01 0.00 0.00
H 1.793197 -0.268408 -5.209211 0.00 0.00 0.00
H -0.717161 -1.780280 -5.075614 -0.01 0.00 0.01
H -0.692444 -2.321065 -3.403341 0.01 -0.02 0.01
H 0.778168 -2.356016 -4.361766 0.01 0.02 -0.01
H -2.145071 -1.067508 -2.388702 0.02 0.02 -0.07
H -1.828948 2.054199 -1.142810 -0.01 -0.01 -0.01
H -1.268559 3.427989 -2.079901 0.01 0.01 0.02
H -0.351959 2.898009 -0.682086 0.01 -0.01 0.02
H 1.144768 3.306734 -2.968695 0.00 0.00 0.00
```
Forces are in eV/Å.

Output
2S+1: 2
ΔE to the lowest compared entry with this formula, charge and spin, eV: 0.0000
LUMO (alpha / beta), eV: -3.5640 / -3.7174
F_max, eV/Å: 1.599
DFT total energy, eV: -77674.1624
Orbital gap (alpha / beta), Eh: 0.24741 / 0.27489
Charge: +1
HOMO level (alpha / beta), eV: -10.296 / -11.198

- Among the records above, which one has the highest ΔE to the lowest compared entry with this formula, charge and spin?
  C17H29AsIrNO6S

- Which formula does entry 2 have?
  C17H29AsIrNO6S

- Among the records above, which one has the highest DFT total energy?
  C17H28O